Record 1
Computed, not measured: a single C5H9Cl molecule, with the ωB97M-V functional and the def2-TZVPD basis.

Calculated values
frontier orbital gap	10.5	eV
HOMO energy	-0.3459	Ha

Element x y z (Å)
C 2.449 -0.740 -0.035
C 1.087 -0.262 0.087
C -0.152 -0.734 -0.233
C -1.365 -0.009 0.360
C -1.651 1.348 -0.231
Cl -2.741 -1.187 -0.003
H 2.408 -1.394 -0.929
H 3.152 0.004 -0.272
H 2.624 -1.328 0.948
H 1.070 0.656 0.803
H -0.343 -1.533 -0.980
H -1.301 -0.043 1.422
H -1.919 1.357 -1.265
H -2.505 1.818 0.245
H -0.812 2.047 0.083

Record 2
Computed, not measured: a single C5H9Cl molecule, with the ωB97M-V functional and the def2-TZVPD basis.

Calculated values
frontier orbital gap	10.9	eV
HOMO energy	-0.3593	Ha

Element x y z (Å)
C -3.013 0.959 0.115
C -2.405 -0.396 -0.235
C -1.003 -0.614 0.323
C 0.086 -0.603 -0.377
C 1.460 -0.881 0.183
Cl 2.457 0.648 -0.029
H -4.054 0.999 -0.212
H -2.999 1.134 1.230
H -2.440 1.760 -0.381
H -3.053 -1.161 0.206
H -2.383 -0.569 -1.306
H -0.842 -0.643 1.404
H 0.033 -0.449 -1.443
H 1.897 -1.748 -0.293
H 1.330 -1.112 1.238

Record 3
Computed, not measured: a gas-phase ion, C5H9Cl2N3O2 (charge +2), with the ωB97M-V functional and the def2-TZVPD basis.

Calculated values
frontier orbital gap (alpha / beta)	5.8 / 5.8	eV
HOMO energy (alpha / beta)	-0.5835 / -0.5834	Ha
charge	+2

Element x y z (Å)
C 0.783 -1.643 -1.019
C 2.240 -0.089 0.172
C -0.034 0.746 0.865
C -0.839 1.466 -0.293
C -2.304 1.572 -0.056
N 1.993 -1.194 -0.529
N 1.391 0.721 0.790
N 0.666 -2.843 -1.440
O -0.566 -0.495 1.073
O -2.800 0.503 0.671
Cl 3.885 0.258 0.359
Cl -0.067 2.370 -1.347
H -0.215 1.630 1.697
H -2.696 1.678 -1.077
H -2.456 2.392 0.533
H 2.915 -1.737 -0.687
H 1.791 1.395 1.411
H 0.054 -3.178 -2.154
H 1.448 -3.531 -1.059
H -1.443 -0.272 1.462
H -3.745 0.249 0.629

Record 4
Computed, not measured: 2 unconnected molecules or ions with the total composition C5H9ClN2, with the ωB97M-V functional and the def2-TZVPD basis.

Calculated values
frontier orbital gap	9.0	eV
HOMO energy	-0.3274	Ha

Element x y z (Å)
C -0.738 -1.845 1.462
C 0.671 1.401 0.450
C 1.085 -0.860 -0.533
C -0.894 0.510 -1.329
C 0.096 0.226 -0.247
N -0.517 -2.938 1.765
N -1.055 -0.662 1.155
Cl -1.479 0.478 2.283
H -0.185 1.964 0.967
H 1.396 1.108 1.141
H 1.162 2.056 -0.303
H 1.756 -0.568 -1.407
H 0.453 -1.649 -0.876
H 1.641 -1.316 0.386
H -1.209 1.548 -1.158
H -0.380 0.551 -2.366
H -1.805 -0.005 -1.391

Record 5
Computed, not measured: a gas-phase ion, C5H9ClN3 (charge +1), with the ωB97M-V functional and the def2-TZVPD basis.

Calculated values
multiplicity	3
frontier orbital gap (alpha / beta)	8.0 / 9.0	eV
HOMO energy (alpha / beta)	-0.4010 / -0.5363	Ha
charge	+1

Element x y z (Å)
C 1.271 -1.122 0.365
C -0.285 0.959 -0.115
C -0.093 -1.393 -0.139
C 2.937 0.561 0.518
C -2.325 -0.422 -0.307
N 1.744 0.067 0.385
N -0.897 -0.178 -0.167
N -0.803 2.155 -0.114
Cl 4.266 -0.078 -0.336
H 1.810 -1.945 0.824
H -0.039 -1.812 -1.157
H -0.576 -2.150 0.491
H 3.067 1.517 1.004
H -2.688 -0.996 0.548
H -2.872 0.519 -0.349
H -2.523 -0.983 -1.222
H -0.194 2.958 -0.096
H -1.802 2.346 -0.135

Record 6
Computed, not measured: a gas-phase ion, C5H9ClNO2 (charge +1), with the ωB97M-V functional and the def2-TZVPD basis.

Calculated values
frontier orbital gap	10.4	eV
HOMO energy	-0.5185	Ha
charge	+1

Element x y z (Å)
O 2.815 -0.374 1.651
C 2.093 -0.774 0.698
Cl 1.621 -2.537 0.680
C 1.704 0.309 -0.410
C 0.260 0.995 -0.215
C -0.731 0.480 0.943
N -1.927 -0.009 0.123
C -1.181 -0.549 -1.094
O -0.427 0.629 -1.480
H 2.488 1.155 -0.386
H 1.773 -0.154 -1.451
H 0.401 2.125 -0.248
H -0.347 -0.216 1.762
H -1.211 1.392 1.467
H -2.430 -0.712 0.700
H -2.581 0.701 -0.242
H -0.535 -1.361 -0.610
H -1.784 -1.102 -1.888

Record 7
Computed, not measured: a molecular structure, C5H9CrO4, with the ωB97M-V functional and the def2-TZVPD basis.

Calculated values
multiplicity	5
frontier orbital gap (alpha / beta)	8.0 / 8.5	eV
HOMO energy (alpha / beta)	-0.5193 / -0.5350	Ha
charge	+1

Element x y z (Å)
O 1.913 1.708 0.460
C 3.051 1.258 0.158
C 3.208 -0.009 -0.487
H 3.944 1.802 0.502
H 3.991 -0.687 -0.143
H 2.711 -0.136 -1.459
O 0.862 -1.059 0.024
O -1.304 1.798 -0.169
C -2.496 1.109 -0.006
C -2.295 -0.400 -0.140
O -1.265 -0.781 0.776
C -0.277 -1.742 0.323
Cr 0.187 0.763 0.369
H -3.257 1.403 -0.755
H -2.946 1.305 0.989
H -1.973 -0.642 -1.168
H -3.219 -0.958 0.083
H -0.137 -2.428 1.177
H -0.697 -2.303 -0.534

Record 8
Computed, not measured: a molecular structure, C5H9EuNaO4, with the ωB97M-V functional and the def2-TZVPD basis.

Calculated values
multiplicity	8
frontier orbital gap (alpha / beta)	4.5 / 5.0	eV
HOMO energy (alpha / beta)	-0.1971 / -0.2143	Ha

Element x y z (Å)
O 0.094 -3.096 0.540
C -0.379 -2.523 1.540
C -0.536 -1.118 1.707
O 0.209 -0.368 0.780
C -0.333 0.853 0.322
C 0.629 1.452 -0.674
O 0.825 0.532 -1.734
C 1.637 1.033 -2.780
Na 0.947 -1.660 -1.000
H -0.754 -3.131 2.392
H -0.484 1.559 1.156
H -1.308 0.675 -0.168
H 1.595 1.672 -0.188
H 0.208 2.396 -1.059
H 1.741 0.238 -3.527
H 1.167 1.911 -3.249
H 2.633 1.311 -2.401
Eu -3.253 -1.020 2.048
O -4.230 0.059 3.526
H -0.406 -0.774 2.767

Record 9
Computed, not measured: a single C5H9F molecule, with the ωB97M-V functional and the def2-TZVPD basis.

Calculated values
frontier orbital gap	9.6	eV
HOMO energy	-0.3139	Ha

Element x y z (Å)
C -2.231 0.885 -0.436
C -0.669 1.372 -0.575
C 0.228 0.756 0.528
C 0.803 -0.509 0.229
C 1.362 -1.476 1.207
F 0.840 -0.939 -0.916
H -2.454 -0.118 0.114
H -2.710 1.807 0.265
H -2.815 1.150 -1.463
H -0.626 2.436 -0.583
H -0.271 0.821 -1.570
H 0.035 1.183 1.445
H 2.588 -1.772 1.005
H 1.133 -0.877 1.997
H 0.593 -2.350 1.314

Record 10
Computed, not measured: a single C5H9FOS molecule, with the ωB97M-V functional and the def2-TZVPD basis.

Calculated values
frontier orbital gap	10.2	eV
HOMO energy	-0.3486	Ha

Element x y z (Å)
C -0.987 1.922 1.044
C -0.945 1.033 -0.040
C -0.443 -1.405 0.762
C 0.228 -0.664 -1.529
C -0.071 -0.142 -0.140
O 2.212 1.097 -0.791
F 2.333 -0.954 0.836
S 1.665 0.597 0.431
H -1.593 2.739 0.941
H -0.175 1.738 1.756
H -1.693 1.094 -0.867
H -0.710 -1.000 1.752
H -1.261 -1.848 0.344
H 0.505 -2.039 0.754
H 1.152 -1.112 -1.484
H -0.524 -1.411 -1.694
H 0.308 0.356 -2.076

Record 11
Computed, not measured: a single C5H9FSi molecule, with the ωB97M-V functional and the def2-TZVPD basis.

Calculated values
frontier orbital gap	11.0	eV
HOMO energy	-0.3669	Ha

Element x y z (Å)
C 1.580 -1.408 1.676
C 0.820 -1.675 0.662
Si -0.085 -0.592 -0.596
C 0.958 0.625 -1.708
F -0.638 -1.670 -1.714
C -1.469 0.559 0.104
C -2.670 0.695 -0.488
H 1.933 -2.174 2.389
H 1.817 -0.371 2.017
H 0.411 -2.791 0.629
H 1.553 0.069 -2.483
H 0.305 1.374 -2.210
H 1.588 1.169 -0.964
H -1.076 1.157 0.914
H -3.292 1.495 -0.172
H -3.089 0.281 -1.328

Record 12
Computed, not measured: a molecular structure, C5H9GaO3, with the ωB97M-V functional and the def2-TZVPD basis.

Calculated values
multiplicity	2
frontier orbital gap (alpha / beta)	7.0 / 8.1	eV
HOMO energy (alpha / beta)	-0.4605 / -0.5083	Ha
charge	+1

Element x y z (Å)
O -0.952 0.639 -0.458
Ga -3.290 0.655 0.516
O -1.800 0.058 1.458
C -0.793 -0.032 0.705
C -0.188 0.256 -1.615
C -0.483 1.224 -2.733
H 0.878 0.273 -1.349
H -0.465 -0.771 -1.888
H -0.150 2.238 -2.473
H 0.057 0.902 -3.633
H -1.557 1.247 -2.960
O 0.455 0.177 1.202
C 0.932 -1.047 1.733
C 1.836 -0.883 2.813
H -0.334 -1.512 1.473
H 2.326 0.076 2.990
H 2.267 -1.768 3.280
H 1.263 -1.730 0.936

Record 13
Computed, not measured: a gas-phase ion, C5H9IN (charge +1), with the ωB97M-V functional and the def2-TZVPD basis.

Calculated values
frontier orbital gap (alpha / beta)	8.7 / 7.3	eV
HOMO energy (alpha / beta)	-0.4734 / -0.4539	Ha
charge	+1

Element x y z (Å)
C -1.191 -0.011 -1.655
C -0.965 1.419 1.217
C -0.158 -0.821 -1.000
C -0.352 -0.968 0.422
C 1.383 0.833 0.620
N 0.058 0.337 1.179
I -1.790 1.655 -0.658
H -1.145 0.243 -2.675
H -0.631 -1.877 -1.225
H 0.820 -0.981 -1.381
H -1.403 -0.957 0.765
H 0.229 -1.885 0.815
H 1.665 1.702 1.218
H 2.142 -0.015 0.500
H 1.113 1.184 -0.306
H 0.226 0.142 2.165

Record 14
Computed, not measured: a gas-phase ion, C5H9IN (charge +1), with the ωB97M-V functional and the def2-TZVPD basis.

Calculated values
frontier orbital gap (alpha / beta)	7.0 / 8.9	eV
HOMO energy (alpha / beta)	-0.4521 / -0.4774	Ha
charge	+1

Element x y z (Å)
C 0.534 0.810 0.646
C -0.143 0.263 -1.767
C 0.031 -0.711 0.877
C 0.489 1.188 -0.807
C -1.560 -0.280 -1.158
N -1.274 -0.990 0.051
I -3.285 1.020 -0.904
H -0.110 1.612 1.156
H 1.606 0.828 1.060
H -0.211 0.737 -2.677
H 0.549 -0.618 -2.086
H 0.656 -1.423 0.470
H -0.167 -0.858 1.919
H 0.385 2.295 -0.916
H -1.028 -1.977 -0.029
H -2.145 -0.995 0.649

Record 15
Computed, not measured: a single C5H9INOP molecule, with the ωB97M-V functional and the def2-TZVPD basis.

Calculated values
frontier orbital gap (alpha / beta)	8.2 / 6.5	eV
HOMO energy (alpha / beta)	-0.3416 / -0.2884	Ha

Element x y z (Å)
C -0.202 -1.420 0.385
C 0.320 -0.203 1.123
C -1.435 -1.622 -0.034
C 0.242 1.040 0.192
C 1.265 0.884 -0.967
N -1.036 1.111 -0.428
O 0.660 2.214 0.890
P 1.082 -2.391 -0.324
I -2.514 2.268 0.180
H -0.275 -0.212 1.980
H 1.333 -0.446 1.418
H -1.693 -2.204 -0.946
H -2.267 -0.899 0.163
H 0.713 1.197 -1.914
H 1.479 -0.268 -1.022
H 2.194 1.426 -0.655
H -0.048 2.820 0.838
H 0.183 -3.295 -0.879

Record 16
Computed, not measured: a molecular structure, C5H9KO4, with the ωB97M-V functional and the def2-TZVPD basis.

Calculated values
multiplicity	2
frontier orbital gap (alpha / beta)	8.6 / 7.5	eV
HOMO energy (alpha / beta)	-0.4560 / -0.4574	Ha
charge	+1

Element x y z (Å)
C 0.465 -2.765 -1.914
C -0.013 -1.666 -0.967
O 0.959 -1.462 0.014
H -0.294 -2.906 -2.695
H 1.410 -2.476 -2.394
H 0.610 -3.707 -1.370
H -0.968 -1.973 -0.505
H -0.193 -0.741 -1.543
H 0.795 -0.435 0.824
O -0.879 0.951 1.747
C -1.182 1.899 0.860
C 0.527 0.837 1.815
O -2.153 1.850 0.142
O -0.152 2.701 0.670
C 0.996 2.214 1.400
K -3.814 2.153 -1.830
H 0.847 0.423 2.771
H 1.863 2.210 0.730
H 1.176 2.894 2.244

Record 17
Computed, not measured: a molecular structure, C5H9LiO4Tb, with the ωB97M-V functional and the def2-TZVPD basis.

Calculated values
multiplicity	7
frontier orbital gap (alpha / beta)	6.4 / 7.3	eV
HOMO energy (alpha / beta)	-0.4266 / -0.4287	Ha
charge	+1

Element x y z (Å)
O 0.715 -2.657 0.505
C 1.772 -2.127 0.051
C 1.876 -0.807 -0.422
O 0.600 -0.216 -0.565
C 0.327 1.054 -0.017
C -1.162 1.274 -0.136
O -1.813 0.172 0.475
C -3.222 0.287 0.510
Li -0.744 -1.465 0.210
H 2.694 -2.742 0.011
H 0.846 1.858 -0.564
H 0.628 1.076 1.046
H -1.459 1.336 -1.196
H -1.444 2.213 0.366
H -3.616 -0.612 0.997
H -3.517 1.180 1.081
H -3.633 0.357 -0.509
Tb 3.983 0.152 0.840
O 4.382 0.191 -1.189
H 2.787 -0.522 -1.494

Record 18
Computed, not measured: a molecular structure, C5H9MnO3, with the ωB97M-V functional and the def2-TZVPD basis.

Calculated values
multiplicity	6
frontier orbital gap (alpha / beta)	5.8 / 5.7	eV
HOMO energy (alpha / beta)	-0.4669 / -0.4669	Ha
charge	+1

Element x y z (Å)
O -1.563 -0.086 1.992
C -0.464 0.324 1.287
C -0.022 1.783 1.508
O 0.095 2.031 0.097
C -0.715 0.908 -0.246
C -0.188 0.043 -1.335
O 0.940 -0.703 -0.667
C 1.501 -1.752 -1.408
Mn -2.526 -1.500 2.242
H 0.399 -0.324 1.520
H 0.932 1.935 2.032
H -0.815 2.403 1.956
H -1.787 1.128 -0.374
H 0.219 0.625 -2.180
H -0.972 -0.682 -1.621
H 2.038 -2.416 -0.719
H 0.744 -2.375 -1.913
H 2.182 -1.342 -2.173

Record 19
Computed, not measured: a single C5H9N molecule, with the ωB97M-V functional and the def2-TZVPD basis.

Calculated values
frontier orbital gap	9.8	eV
HOMO energy	-0.3168	Ha

Element x y z (Å)
C -0.840 0.340 -1.889
C -0.747 -0.053 -0.432
C 0.136 -1.234 -0.099
C 0.947 -0.922 0.895
C 0.704 0.492 1.471
N -0.029 1.076 0.286
H -1.538 1.119 -2.116
H 0.149 0.728 -2.254
H -1.155 -0.566 -2.527
H -1.694 -0.292 0.086
H 0.153 -2.129 -0.775
H 1.728 -1.614 1.358
H 1.653 1.063 1.542
H 0.276 0.467 2.464
H -0.568 1.958 0.542

Record 20
Computed, not measured: a single C5H9N molecule, with the ωB97M-V functional and the def2-TZVPD basis.

Calculated values
frontier orbital gap	12.2	eV
HOMO energy	-0.4172	Ha

Element x y z (Å)
C 1.673 1.252 -0.844
C 0.429 0.391 -0.853
C -0.098 -0.035 0.572
C -1.259 -1.022 0.373
C -1.947 -1.472 1.590
N -2.521 -1.724 2.595
H 1.890 1.665 -1.861
H 2.530 0.608 -0.539
H 1.582 2.160 -0.240
H 0.582 -0.483 -1.503
H -0.371 0.926 -1.331
H 0.731 -0.580 1.139
H -0.291 0.860 1.225
H -0.908 -1.977 -0.078
H -2.021 -0.568 -0.243